No. 1
{"formula": "C29H26IrN3S3", "method": "ωB97M-V with the def2-TZVPD basis set", "species": ["C", "N", "C", "C", "C", "C", "C", "H", "H", "C", "H", "C", "H", "H", "C", "C", "C", "H", "H", "H", "S", "S", "C", "C", "N", "H", "C", "C", "H", "C", "H", "H", "C", "H", "C", "C", "C", "H", "C", "H", "H", "C", "C", "H", "H", "H", "S", "H", "N", "H", "C", "H", "C", "H", "C", "C", "H", "H", "C", "Ir", "C", "H"], "xyz": [[-3.387813, -1.404063, 3.391646], [-0.800592, 0.845852, -1.905798], [1.258582, 0.942450, 2.828068], [0.052725, 0.132353, 2.702399], [0.781836, -3.566806, -0.395925], [-2.138102, -0.895683, 3.049668], [-0.104883, -1.508113, -2.222305], [2.746066, -2.393967, 2.714294], [0.541969, -5.425596, 0.638695], [2.309764, -1.241046, -2.280332], [0.633172, 1.792508, 4.686958], [3.125198, 3.030755, 2.789363], [-2.265367, -0.234836, -0.799098], [-1.656234, 1.609609, -4.365541], [1.996871, -1.872082, 0.784067], [-1.218138, 2.413307, -3.786195], [-0.637551, 4.729435, -3.573369], [3.916007, 2.072998, 1.046996], [-5.037275, -2.557088, 2.685857], [2.307015, -2.056725, -3.008611], [0.460316, 2.915340, -0.166154], [-1.071562, 0.045400, 4.019221], [-3.443692, -2.478450, 1.238431], [2.246176, 2.910245, 3.857267], [-0.330990, -0.465272, 1.607105], [3.805118, 3.869924, 2.733415], [-0.716400, 2.175516, -2.512513], [3.163042, 2.046545, 1.825736], [-2.912411, 0.734843, -2.142612], [-4.053126, -2.170625, 2.459405], [-0.600228, 5.730420, -3.982157], [-1.706511, -2.275244, 0.008975], [0.947428, -4.423972, 0.688989], [0.252431, -3.914176, -1.274622], [2.253888, 0.984552, 1.846157], [-2.202639, -1.972543, 0.914407], [-0.186125, 3.200923, -1.766683], [3.205888, -1.320551, -1.674753], [1.638553, -4.007970, 1.813843], [2.255193, 3.636714, 4.657730], [-1.563338, 3.867052, -5.315166], [-0.501287, -0.219191, -2.892372], [1.288290, -2.280806, -0.353496], [2.338620, -0.287314, -2.803968], [0.291750, 0.145423, -3.542279], [-0.907582, -1.818713, -1.564504], [2.834359, -0.298447, 0.701060], [-3.949158, -3.133591, 0.541028], [1.104812, -1.317294, -1.427424], [-2.348700, 1.521110, -0.650978], [1.347126, 1.868466, 3.876121], [1.775429, -4.680369, 2.649597], [-0.150469, 4.487202, -2.300677], [-3.818410, -1.209009, 4.364673], [-1.554642, -1.112588, 1.801794], [2.183841, -2.729510, 1.852097], [-1.379045, -0.425842, -3.510454], [0.267939, 5.288729, -1.705043], [-2.168758, 0.700137, -1.340496], [0.628465, 0.596193, -0.207745], [-1.174792, 3.689621, -4.321802], [0.027956, -2.286137, -2.981991]], "forces_ev_per_angstrom": [[0.0, 0.0, 0.0], [0.3, 0.0, 1.3], [0.1, 0.2, 0.2], [-0.1, -0.2, 0.3], [0.0, 0.0, -0.1], [0.1, 0.1, 0.0], [-0.1, -0.1, -0.1], [0.0, 0.0, 0.0], [0.0, 0.0, 0.0], [0.0, 0.2, -0.2], [0.0, 0.1, 0.0], [0.0, 0.0, 0.0], [0.0, 0.0, 0.0], [0.0, 0.0, 0.0], [0.4, 0.0, 0.2], [-0.1, -0.1, 0.0], [0.0, 0.0, 0.1], [0.0, 0.1, 0.0], [0.0, 0.0, 0.0], [0.0, 0.0, 0.0], [0.5, -0.6, 0.9], [0.1, 0.0, 0.2], [0.0, 0.0, -0.1], [0.1, 0.0, 0.2], [-0.2, 0.0, 0.2], [0.0, 0.0, 0.0], [-0.1, -0.1, -0.5], [0.0, -0.1, -0.1], [0.0, 0.0, 0.0], [0.0, 0.0, 0.0], [0.0, 0.0, 0.0], [0.0, 0.0, -0.1], [0.0, 0.0, 0.0], [0.0, 0.0, 0.0], [0.3, -0.2, 0.5], [0.0, 0.0, 0.0], [0.1, 0.1, 0.2], [0.0, 0.0, 0.0], [0.0, 0.0, 0.0], [0.0, 0.0, 0.0], [0.0, 0.0, 0.0], [0.0, 0.0, -0.1], [0.0, -0.2, 0.0], [0.0, 0.0, 0.0], [0.0, 0.0, 0.0], [0.0, -0.1, 0.0], [-0.5, 0.3, -0.1], [0.0, 0.0, 0.0], [0.1, -0.1, 1.3], [0.1, 0.0, 0.0], [-0.3, 0.0, -0.1], [0.0, 0.0, 0.0], [-0.1, 0.1, -0.1], [0.0, 0.0, 0.0], [0.0, -0.2, -0.1], [0.0, 0.0, 0.0], [0.0, 0.1, 0.0], [0.0, 0.0, 0.0], [-0.2, 0.0, -0.1], [-0.4, 0.7, -3.8], [0.0, 0.0, 0.0], [0.0, 0.0, 0.0]], "orbital_gap_ha": [0.2452, 0.2517], "multiplicity": 2, "total_charge": 1}

No. 2
{"formula": "C35H55IO11P3", "method": "ωB97M-V with the def2-TZVPD basis set", "species": ["H", "H", "C", "H", "H", "H", "O", "H", "C", "C", "C", "H", "H", "H", "C", "H", "H", "C", "H", "H", "C", "H", "C", "C", "H", "C", "H", "C", "H", "C", "P", "O", "H", "H", "C", "H", "P", "C", "C", "O", "C", "H", "H", "H", "I", "C", "H", "C", "O", "H", "H", "C", "H", "C", "C", "H", "H", "H", "H", "C", "H", "C", "C", "O", "H", "O", "H", "O", "C", "H", "H", "C", "H", "C", "H", "H", "O", "C", "H", "H", "C", "H", "H", "C", "H", "H", "O", "C", "H", "C", "H", "H", "C", "H", "C", "H", "H", "O", "H", "H", "P", "C", "H", "H", "O"], "xyz": [[0.300022, -2.111370, -0.671933], [2.502055, -3.209316, 3.385013], [1.247137, 1.012970, -2.114983], [-6.374690, 5.413178, -6.886548], [-8.761347, 4.097946, -7.198396], [3.266513, 1.003340, -0.561095], [0.998397, 3.564462, 3.471677], [-0.790387, -5.510174, 5.616839], [-0.026399, -2.911508, 6.441860], [-7.753265, 3.718782, -7.015594], [1.412826, -1.630340, 4.610268], [0.985132, -2.450078, 1.625787], [-0.219479, 2.776231, -6.928904], [2.652870, 2.794654, -0.967811], [-3.952544, -2.957954, 0.014304], [9.775804, 1.943503, -0.305468], [3.522467, 1.481247, 5.181793], [-3.036295, -4.063633, -0.798089], [-4.929065, 3.467238, -7.141015], [2.065867, -1.676600, 5.596250], [-1.691905, -1.197653, 0.389737], [-3.590775, -4.061547, 6.574894], [-2.469228, 1.872770, -6.734578], [-1.615274, -2.977660, 6.923803], [0.090159, 0.949436, -1.961911], [-2.544484, -3.975834, 6.011189], [-7.596072, 3.532628, -5.949550], [2.273389, 1.150342, 2.176869], [4.927939, 2.135494, 2.131733], [-1.007798, 2.401536, -6.149370], [1.966120, 1.633969, -0.424482], [-2.697882, -6.211655, 4.875115], [-2.077225, -1.885369, 6.990395], [-5.017585, 4.062122, -8.817440], [0.137532, -2.692663, 4.810002], [7.344592, 2.920034, 1.249613], [1.834105, 2.066078, 3.799567], [-2.139093, -5.870335, 3.556473], [-0.739447, 2.413814, -4.498175], [3.305200, 2.360077, 4.749055], [-1.982481, 1.876593, -3.575395], [-4.060967, -0.821762, 1.170117], [-2.063309, -6.054090, 6.986457], [9.184633, 3.606833, -0.068874], [-0.006824, 3.116472, -0.318116], [-1.452755, -3.729311, -1.066394], [-2.701755, -3.457069, 4.973210], [-0.852358, -2.322760, -0.467543], [4.691989, -0.201573, 1.266442], [8.536642, 1.722608, 1.781863], [0.540545, -3.911022, 6.733273], [2.397391, -2.019862, 3.360372], [-0.882004, -2.205975, 4.446743], [1.749477, 1.873213, -3.409311], [-5.604679, 3.685738, -7.974662], [4.548729, 0.328848, 3.638836], [0.431123, -1.976316, 7.018870], [0.275777, -3.684609, 4.204715], [-1.578092, -3.370773, 8.049694], [8.879943, 2.564638, -0.201591], [1.223098, 3.487303, -4.926777], [1.832834, -1.646463, 1.871923], [0.699672, 2.993569, -3.973517], [-6.267998, 2.479859, -8.351020], [0.729837, 4.009574, 4.337207], [-8.275656, 1.507341, -7.846952], [6.136425, 0.998741, 0.669118], [2.271934, 2.289153, 1.198661], [-3.445259, 1.337012, -4.158708], [1.659166, -0.102383, -2.222228], [-4.261390, 0.952635, -3.385463], [-0.266108, -0.133430, 2.070042], [0.522277, 3.912550, -3.232336], [-6.703707, 4.639337, -7.585167], [2.055162, 1.129822, -4.288133], [2.752073, 2.437080, -3.118835], [6.323070, 1.150940, -2.034537], [7.102331, 1.530795, -1.176258], [-1.879156, 1.849544, -2.392986], [-0.709595, -4.453613, -1.636879], [-3.707970, 1.358201, -5.775524], [-2.687006, 1.875117, -7.903046], [2.681559, -1.855629, 1.059168], [1.353797, -0.098620, 1.655401], [-2.726509, -6.514071, 2.754508], [7.617304, 0.059382, 0.267032], [1.222283, 0.184008, 0.186921], [7.984505, 2.094580, 0.914723], [-0.535654, 0.703144, 2.862439], [-7.505983, 2.451128, -7.775906], [-5.103820, -3.241908, 0.146049], [-3.444209, -5.102398, -1.209940], [-1.932764, -5.499212, 5.940023], [-0.552504, -1.182675, 2.545281], [7.140225, 1.042997, 0.240354], [-0.992924, -6.104647, 3.441349], [-7.097854, 5.136536, -8.479848], [8.099027, 2.439348, -1.389131], [3.489214, -1.620012, 3.590737], [-4.771434, 1.004065, -6.180115], [4.196553, 0.883426, 2.341801], [-3.315315, -1.532437, 0.614049], [0.924668, -0.568918, 4.553856], [-2.297491, -4.744163, 3.251561], [-1.165622, 0.065413, 0.925502]], "forces_ev_per_angstrom": [[-2.8, -0.3, 0.5], [-0.2, 2.5, 0.0], [0.5, -1.2, -0.8], [0.0, -0.1, -0.1], [0.0, -0.3, 0.3], [-0.6, -0.3, 0.4], [2.0, -0.9, 1.0], [-2.3, 0.1, 0.9], [-0.7, 0.0, -0.3], [-0.1, 0.5, -0.1], [-0.4, -0.7, 0.1], [1.5, 2.2, 0.5], [-1.6, -0.8, 1.8], [-0.6, 0.0, 0.2], [3.6, 0.2, -0.8], [0.0, 0.0, 0.0], [-0.7, 1.5, -0.7], [2.2, 3.3, 1.1], [0.0, 0.0, -0.1], [-1.3, 0.1, -2.0], [-2.4, -3.0, -1.2], [2.1, 0.2, -1.5], [0.2, 0.1, 3.1], [0.6, -0.4, 0.7], [2.3, 0.1, -0.7], [0.0, 0.4, 1.5], [-0.1, -0.1, -0.1], [1.5, 3.3, -0.5], [-1.1, -0.7, 0.6], [-3.8, -1.5, 2.5], [2.3, -0.7, -2.7], [2.1, 1.1, -0.1], [1.0, -2.3, -0.4], [-0.1, -0.3, 0.1], [-0.1, 1.1, 0.8], [0.1, -0.1, 0.0], [-2.6, -0.6, 2.8], [-0.4, -0.1, -1.3], [-3.4, -1.1, -2.2], [-0.4, -0.7, -1.5], [-0.7, -0.2, -2.7], [1.8, -1.4, -1.2], [0.2, 1.1, -2.5], [0.0, -0.1, -0.3], [-2.4, 1.6, 0.5], [-2.7, 3.1, 2.7], [0.3, -1.4, 1.9], [-1.9, -0.5, 0.3], [-1.4, 3.1, 3.4], [0.0, 0.1, -0.1], [-1.1, 2.2, -0.3], [0.0, -0.6, 0.3], [2.2, -0.9, 0.6], [0.2, -0.2, 0.1], [0.8, 0.4, 0.1], [-0.3, 0.8, -0.5], [-0.8, -2.2, -1.3], [-0.1, 1.8, 1.3], [-0.3, 0.8, -2.3], [0.5, 0.4, 0.1], [-1.2, -1.1, 1.9], [1.6, -0.6, -0.5], [-0.2, 0.6, -0.9], [-0.9, -0.4, 0.1], [0.6, -1.3, -1.5], [1.5, 1.3, -0.3], [0.3, -0.6, -0.5], [0.1, -3.4, 0.8], [3.2, 1.5, -2.9], [-0.9, 2.3, 0.1], [2.0, 1.0, -1.9], [-0.4, 0.1, 1.8], [0.3, -2.4, -1.4], [0.0, 0.9, 0.1], [-0.9, 1.6, 1.8], [-2.1, -1.0, -0.5], [1.7, 1.1, 1.1], [-1.6, -1.3, -1.5], [0.0, 0.2, -2.8], [-1.9, 1.7, 1.3], [3.6, 1.1, 2.4], [0.7, 0.0, 2.8], [-1.7, 0.6, 1.9], [-2.1, -0.7, -2.3], [1.2, 1.3, 1.8], [-0.3, 0.0, 0.0], [1.1, -0.2, 3.4], [0.1, 0.1, 0.8], [0.5, -1.5, -1.7], [-1.1, -1.8, 0.0], [2.8, 0.9, -0.2], [0.7, 2.7, 1.1], [-0.1, 0.8, -0.7], [0.8, 2.3, -0.9], [0.0, 0.5, 0.4], [-2.1, 0.3, 0.5], [0.1, 0.0, 0.1], [-0.3, 0.0, -0.3], [-2.3, -0.6, -0.8], [2.7, 0.9, 0.7], [0.8, -4.4, -3.7], [2.1, -3.1, -2.1], [1.2, -1.8, 0.0], [0.3, -2.1, 0.8], [-0.6, -3.6, -0.2]], "orbital_gap_ha": 0.2487, "total_charge": -1}

No. 3
{"formula": "C23H38N2O7S", "method": "ωB97M-V with the def2-TZVPD basis set", "species": ["C", "H", "C", "O", "H", "N", "C", "C", "H", "O", "H", "H", "H", "H", "C", "H", "O", "H", "H", "H", "C", "C", "H", "H", "C", "H", "H", "H", "C", "H", "H", "H", "N", "H", "H", "C", "O", "H", "C", "C", "H", "H", "H", "C", "C", "C", "H", "C", "H", "C", "S", "H", "C", "H", "H", "C", "O", "C", "C", "O", "H", "H", "O", "H", "C", "C", "H", "H", "H", "H", "H"], "xyz": [[1.120993, -0.242279, 1.091205], [-1.596773, -4.618444, 2.950031], [-3.105443, -1.247261, 0.028883], [-0.275434, -0.371799, -1.256009], [5.396044, -1.370849, -2.918734], [0.420672, 0.727121, 1.707714], [-3.144886, 1.004132, -2.078096], [0.325423, -3.820137, 2.373661], [-1.671416, -2.960697, 2.359223], [-0.993580, 3.498030, 1.269866], [6.468698, 1.535810, -2.315611], [1.416780, 1.368193, -1.939175], [2.129734, -4.934300, 2.829463], [-0.903560, -0.357146, 2.919347], [0.541842, -1.652619, 1.056685], [-1.117224, 5.022794, -0.116264], [-3.940599, 0.910597, -0.908273], [-3.470682, -2.264578, 0.191151], [3.538132, 2.462558, -2.636208], [-5.014562, -0.265450, 0.285785], [1.028818, -2.461711, 2.261456], [-1.081795, -3.660671, 2.944812], [-1.044953, 1.409349, 2.960030], [-2.323224, 4.984382, 1.202357], [4.528904, -0.764091, -2.701693], [0.762427, 3.755608, 0.230611], [1.263489, -4.345895, 4.250119], [3.266054, -2.443195, -2.239131], [3.347059, -1.369260, -2.313165], [1.950503, 2.010240, 1.256903], [-2.492927, 2.516404, -3.444546], [0.862339, -1.885041, 3.174093], [0.962561, -2.287205, -0.181342], [-3.645305, 0.479143, -2.906351], [5.717787, 2.188154, -3.768917], [0.914410, 2.086074, 1.592424], [2.212995, -0.042639, 0.572905], [-0.193973, 2.337012, -0.258608], [-4.270309, -0.397701, -0.504643], [2.300480, 0.789998, -2.155416], [-3.259417, 2.859086, 0.096524], [6.510887, 0.605344, -3.811497], [-1.639993, 0.695089, 0.297255], [1.142367, -4.765135, 3.253098], [3.485506, 1.387611, -2.543770], [4.612785, 0.619687, -2.816494], [0.641484, -5.725812, 3.345072], [-2.035370, 0.467948, 1.287870], [-3.954619, 2.962427, -2.515359], [-2.969955, 2.477899, -2.461491], [0.716330, -1.370675, -1.567053], [1.928151, -2.582914, -0.147129], [5.901463, 1.274353, -3.209177], [-0.544659, -1.624569, 1.026324], [0.877100, 2.568869, 2.572839], [-0.886792, 0.548572, 2.309682], [-2.604649, -0.834699, 1.285428], [0.121156, 2.940102, 0.599880], [-1.766997, 4.373244, 0.485980], [0.385468, -2.301922, -2.607585], [2.107439, -2.606408, 2.157469], [-2.294265, -1.272578, -0.708907], [-2.123045, 3.201042, -1.599799], [-4.727501, -0.944353, -1.343729], [2.248100, -0.582767, -2.034587], [-2.772487, 3.680226, -0.437054], [-3.542994, 4.411971, -0.729997], [-2.154641, 0.558842, -1.930127], [-2.811446, 1.197485, 1.542488], [0.254426, -4.244369, 1.367480], [-1.033330, -3.296226, 3.969823]], "forces_ev_per_angstrom": [[0.1, 0.0, 0.4], [-0.1, -0.1, 0.0], [-0.3, 0.2, -0.3], [0.4, 0.2, 0.3], [0.1, -0.1, 0.0], [0.1, 0.2, 0.1], [0.1, 0.3, -0.1], [0.1, 0.0, 0.3], [-0.1, 0.1, 0.0], [0.0, -0.3, 0.1], [0.1, 0.0, 0.0], [-0.1, 0.1, 0.0], [0.1, 0.0, 0.0], [0.0, 0.0, 0.1], [-0.1, 0.4, 0.2], [0.0, 0.0, 0.1], [0.1, 0.2, 0.0], [0.0, 0.0, -0.1], [0.0, 0.1, 0.0], [0.0, -0.1, -0.1], [-0.2, -0.2, -0.4], [0.2, -0.1, -0.3], [0.0, -0.1, 0.0], [0.0, 0.0, -0.1], [-0.1, 0.0, 0.1], [0.0, -0.1, 0.0], [0.0, 0.0, 0.2], [0.1, -0.2, 0.0], [0.0, -0.1, 0.0], [-0.1, 0.1, 0.1], [-0.1, 0.0, 0.0], [0.0, 0.0, 0.0], [-0.1, 0.3, -0.7], [0.0, 0.0, 0.0], [0.0, 0.1, -0.1], [0.1, 0.3, -0.2], [0.1, -0.1, 0.2], [0.1, 0.0, 0.0], [0.1, -0.4, 0.2], [-0.1, 0.1, 0.0], [0.0, 0.1, 0.0], [0.1, 0.0, -0.1], [-0.1, 0.1, 0.1], [-0.1, 0.1, -0.3], [0.0, -0.1, 0.0], [-0.1, 0.0, 0.0], [0.0, -0.1, 0.1], [0.0, 0.3, 0.2], [0.0, 0.0, -0.1], [-0.2, -0.5, 0.0], [-0.2, -0.8, -0.7], [0.2, -0.1, 0.0], [0.0, 0.0, 0.1], [0.0, 0.0, 0.2], [0.1, 0.0, 0.0], [-0.4, -0.2, -0.2], [0.1, 0.0, 0.2], [0.3, -0.1, 0.1], [-0.4, 0.0, -0.4], [0.4, 0.0, 0.0], [0.1, 0.1, 0.0], [-0.1, -0.1, 0.1], [0.3, 0.0, 0.2], [0.0, 0.0, 0.1], [-0.4, -0.2, 0.1], [0.1, 0.3, 0.4], [0.0, -0.1, 0.1], [-0.2, 0.0, 0.0], [0.1, 0.0, -0.1], [0.0, 0.0, 0.0], [0.0, 0.1, 0.1]], "orbital_gap_ha": 0.3531, "smiles": "Cc1ccc(S(=O)(=O)N[C@@H](CC(C)C)C(=O)N2CCOCCOCCOCCOCC2)cc1"}